Entry from the Open Molecules 2025 dataset: a molecular structure, C24H70F4N8O16PbS4 in a non-equilibrium geometry (ωB97M-V/def2-TZVPD).

```
127
Properties=species:S:1:pos:R:3:forces:R:3
Pb -1.173 3.171 -2.589 -0.287 -0.110 0.285
S 0.841 6.031 -3.104 -2.383 5.426 2.562
S -0.098 1.261 0.218 -3.735 3.518 3.038
S 0.962 0.141 -1.501 6.759 -5.556 -6.678
S 2.272 4.167 -3.593 9.244 -4.136 -2.042
F -1.577 1.926 0.253 0.029 -0.029 -0.009
F 1.110 0.180 -3.126 -0.611 0.616 0.208
F -0.752 6.234 -3.324 0.139 -0.931 -0.541
F 2.485 2.726 -2.874 -0.986 0.863 -0.437
O 3.277 4.970 -2.933 -2.224 -0.012 0.207
O 1.452 6.801 -4.143 -0.478 -1.738 0.307
O -2.560 3.356 3.982 0.074 0.175 0.354
O 1.373 1.352 -6.545 -0.161 -0.008 0.276
O -5.236 3.200 -0.625 0.394 -0.518 -1.328
O 0.814 -1.297 -1.382 -1.468 1.880 1.107
O -3.802 -1.680 -1.856 -0.286 -0.399 -0.531
O 0.847 -4.558 2.301 -0.866 -0.204 -0.497
O -0.268 0.069 0.971 0.623 -0.014 -0.910
O 2.269 0.634 -1.132 -2.056 0.506 1.094
O 2.631 3.890 -4.968 -1.967 0.115 1.140
O 5.298 0.412 0.474 -0.752 0.376 0.014
O 4.076 -4.181 -1.840 -0.056 0.535 0.866
O -2.849 0.915 -2.371 0.011 0.480 -0.391
O 0.920 6.522 -1.747 0.543 -1.609 -1.504
O 0.680 2.354 0.710 0.350 -1.224 -1.026
N 3.194 -7.727 -1.654 -0.547 0.015 1.021
N -8.729 3.986 0.203 0.066 1.115 -0.421
N 0.802 4.389 -3.236 -1.988 1.693 0.343
N 3.032 -6.927 4.153 1.084 -0.090 0.142
N 6.717 2.601 1.613 -0.477 0.101 -0.114
N -5.275 -1.519 0.441 -0.105 -0.040 0.611
N -0.297 4.971 1.566 -0.622 -0.128 -1.265
N -0.242 1.133 -1.469 0.362 0.241 3.067
C 5.045 -0.690 -0.377 0.485 -0.038 0.219
C -3.156 -2.003 -3.088 0.207 -0.411 0.783
C 5.697 4.088 -0.043 -0.998 0.920 -0.781
C 1.072 -3.519 1.368 0.576 1.214 0.771
C -2.312 4.186 2.873 -0.445 0.366 -0.469
C -6.403 4.019 -0.609 -0.137 -0.971 1.382
C -5.152 2.161 0.343 -0.126 1.254 0.736
C 5.575 2.792 0.715 0.232 -0.379 -0.896
C 3.612 -3.191 -2.756 0.975 0.279 1.080
C 2.024 -5.135 2.779 0.995 -0.180 -0.708
C -3.821 -1.654 0.526 -0.019 -1.464 -0.598
C -1.021 6.246 3.539 -1.321 0.255 0.199
C 3.872 -6.540 -1.083 0.474 0.106 -1.983
C 5.355 -6.686 -1.369 0.870 0.717 1.386
C -7.731 3.242 -0.610 -1.962 -0.260 1.410
C -8.317 2.956 -1.975 0.700 -0.018 -0.973
C -3.343 -2.457 1.743 0.675 1.717 0.114
C 5.531 1.631 -0.259 -0.293 -1.302 0.334
C 1.805 -6.204 3.845 0.257 0.412 0.497
C -0.955 4.876 2.880 2.410 0.108 0.444
C 1.305 -5.560 5.132 -1.341 0.649 -0.861
C -3.245 -2.391 -0.733 -0.224 2.238 0.215
C -1.975 2.067 3.895 -0.321 0.554 -0.548
C 3.297 -5.338 -1.855 -0.030 -1.034 -0.917
H 4.872 4.290 -0.742 -0.353 -0.618 0.213
H 5.883 -5.959 -0.739 0.249 -0.068 -0.222
H 4.446 -0.462 -1.260 0.035 0.406 0.035
H -2.165 -2.239 -0.821 0.197 -0.374 0.388
H 6.722 1.619 1.868 0.063 0.106 0.315
H 1.809 -4.609 5.323 0.575 -0.367 0.410
H -2.536 3.698 1.918 0.511 -0.512 -0.018
H 1.929 -3.645 0.701 -0.024 -0.589 -0.065
H -3.501 -3.451 -0.718 -0.141 -0.039 -0.228
H 1.211 0.579 -5.993 0.101 -0.009 -0.069
H 3.319 -5.675 -2.905 -0.519 -0.136 0.006
H -3.670 -1.953 2.657 -0.905 -0.761 0.072
H 1.229 -6.240 5.976 0.353 0.057 0.067
H -0.888 2.115 3.784 0.046 -0.049 0.065
H -2.043 0.728 -1.879 -0.183 -0.717 0.219
H 1.307 -2.617 1.946 0.135 0.181 -0.027
H -6.374 4.731 -1.430 0.228 -0.101 -0.119
H 0.211 -3.226 0.771 -0.336 -0.705 0.100
H 3.560 -7.925 -2.578 0.051 0.260 -0.079
H -1.468 6.202 4.536 0.350 -0.416 0.143
H 5.708 -7.675 -1.071 -0.044 -0.033 0.017
H 6.011 -1.089 -0.698 -0.072 -0.311 -0.175
H -5.394 2.604 1.317 -0.288 -0.190 0.180
H 2.563 -5.591 1.932 -0.074 -0.159 -0.016
H -7.726 2.318 -0.025 1.241 -0.384 -0.624
H -9.032 2.141 -2.097 0.001 -0.104 0.711
H -2.276 -2.263 1.895 0.255 -0.385 -0.620
H 6.532 3.158 2.440 0.323 -0.184 0.165
H 3.720 -6.998 3.407 -0.582 -0.141 -0.486
H -2.411 1.591 3.014 0.149 -0.441 -0.058
H -5.799 1.305 0.173 0.075 -0.065 -0.217
H -1.783 6.847 3.028 0.411 0.203 -0.402
H 6.471 1.438 -0.787 0.124 0.716 -0.192
H 5.685 -6.505 -2.392 -0.470 0.020 -0.156
H -3.601 -1.403 -3.879 0.036 -0.052 -0.009
H 2.727 -4.366 3.139 -0.157 0.059 0.330
H 1.061 -6.924 3.499 -0.011 0.037 -0.152
H 4.705 1.733 -0.968 0.100 0.304 -0.115
H 1.952 1.912 -6.013 0.057 0.110 -0.094
H -6.337 4.559 0.339 -0.373 0.332 -0.016
H -3.455 -0.631 0.598 0.448 0.008 -0.234
H -0.157 4.319 3.398 -1.029 -0.423 0.993
H 5.560 4.922 0.649 0.837 0.129 -0.020
H 0.463 5.640 1.575 -0.177 0.244 0.106
H 0.293 -5.198 4.914 -0.117 -0.229 0.153
H -3.368 0.078 -2.368 0.183 0.511 0.380
H -5.786 -2.360 0.676 0.169 -0.127 0.006
H -9.684 3.842 -0.090 0.039 -0.140 -0.116
H -3.485 -3.528 1.630 -0.385 0.000 0.440
H -2.243 1.512 4.790 0.037 0.052 0.026
H 3.588 -6.460 4.863 -0.468 0.116 0.265
H 3.673 -6.424 -0.018 -0.036 -0.353 0.038
H 2.253 -5.210 -1.541 0.032 0.376 -0.084
H -2.094 -1.770 -2.945 0.070 -0.065 -0.509
H -8.813 3.828 -2.410 0.260 0.212 0.104
H -5.591 -1.200 -0.464 0.204 -0.047 -0.101
H -7.476 2.680 -2.619 -0.115 0.117 -0.227
H -3.074 4.972 2.866 -0.033 -0.002 0.450
H -0.084 6.794 3.618 0.093 -0.152 -0.208
H 2.600 -2.856 -2.521 -0.364 -0.524 -0.509
H 0.153 4.081 1.360 -0.296 0.414 0.075
H 4.206 -2.302 -2.539 0.254 -0.079 -0.168
H 3.851 -3.516 -3.768 -0.638 0.050 -0.252
H -8.667 3.800 1.193 0.116 -0.086 -0.015
H 4.607 2.823 1.231 0.023 -0.245 0.125
H -4.109 1.875 0.455 0.027 -0.197 -0.492
H 3.491 -8.517 -1.090 -0.241 -0.123 -0.024
H -3.256 -3.069 -3.306 -0.032 0.050 -0.138
H 4.485 -1.442 0.178 0.175 -0.064 0.151
H 6.535 4.165 -0.736 0.568 0.052 0.724
```
Forces are in eV/Å.

ΔE to the lowest compared entry with this formula, charge and spin, kcal per mole: 22.1
E_HOMO, eV: -9.1
Spin multiplicity: 1
Strongest force on any atom, eV/Å: 11.01
E, eV: -130153.152

***

Entry from the Open Molecules 2025 dataset: a molecular structure, C24H70FeO12 in a non-equilibrium geometry (ωB97M-V/def2-TZVPD).

```
107
Properties=species:S:1:pos:R:3:forces:R:3
Fe 4.013 -0.961 -0.828 -3.243 0.776 5.313
O -1.131 0.697 5.469 0.106 -0.706 0.181
O -2.112 -3.513 -4.225 -1.035 -0.611 -0.072
O -2.243 -3.362 1.071 1.741 0.026 0.200
O -4.094 -1.429 0.603 -0.437 0.860 -0.815
O 4.244 -1.049 1.214 0.640 0.394 -3.632
O 1.087 3.872 -5.831 -0.023 0.214 0.707
O 3.459 -2.969 -0.842 -0.023 -0.362 -0.559
O -5.504 0.195 2.372 0.444 -0.109 0.262
O -3.262 4.365 -1.893 0.912 -0.386 0.203
O 2.069 -0.412 -0.793 1.183 -0.115 -0.822
O 4.946 0.864 -0.769 0.636 -0.987 -1.297
O 0.022 3.072 4.828 -0.241 -0.058 0.416
C 2.803 -0.381 3.068 -0.418 -0.390 -0.091
C 4.334 2.100 -1.062 -0.443 2.262 1.486
C -1.072 -1.599 4.830 -0.132 -1.006 -0.222
C 0.413 0.954 0.481 0.470 0.568 0.195
C 1.027 1.655 -4.672 -0.116 0.595 0.189
C -0.931 -3.204 -3.545 -0.166 -0.420 0.394
C 1.543 3.967 3.215 -1.056 -0.381 -0.215
C -3.515 1.481 2.553 0.916 -0.420 0.094
C 0.254 -3.434 0.871 -1.087 1.056 0.228
C 0.859 0.343 -0.858 -0.192 0.198 1.268
C 2.759 -3.669 -1.868 -1.867 -0.275 -1.647
C -4.539 0.687 3.312 -0.271 1.285 0.298
C -3.017 1.946 -1.507 -0.430 0.278 -0.170
C 1.272 2.484 -5.952 -0.158 -0.985 -0.540
C -2.518 3.201 -2.228 -0.378 -1.014 -0.202
C 4.095 -1.032 2.595 -0.909 -0.254 0.110
C -4.703 -1.227 -0.702 0.782 -1.081 0.285
C -1.074 -2.587 0.742 -0.031 -1.418 -0.960
C 4.178 2.802 0.299 -0.938 0.340 -0.191
C 3.664 -4.547 -2.667 0.904 -0.145 0.038
C -0.495 -0.242 4.603 -0.485 0.966 0.196
C -0.509 -1.862 -3.989 1.547 1.240 -0.256
C -3.648 -1.653 -1.673 0.401 -0.065 -1.053
C 0.267 3.124 3.439 1.028 -0.001 0.113
H 1.698 2.051 -3.909 0.305 -0.151 0.074
H 3.683 -3.733 -0.304 0.818 0.582 1.103
H 1.311 5.003 3.459 0.151 0.152 -0.269
H -2.981 0.771 1.920 -0.133 0.237 -0.753
H 5.014 2.755 -1.605 -0.050 -0.409 -0.672
H -3.340 -2.680 -1.481 -0.107 -0.049 -0.139
H 3.393 1.972 -1.598 0.167 -0.210 0.132
H -3.924 2.350 2.037 -0.038 -0.286 -0.232
H -2.748 -1.038 -1.661 0.044 0.179 0.519
H -0.603 -2.369 4.217 0.241 0.102 -0.239
H 5.113 3.038 0.808 0.306 -0.194 -0.341
H -0.638 3.452 2.926 0.150 0.486 -0.210
H -2.800 1.073 -2.122 -0.157 -0.080 0.056
H -4.479 -0.785 1.202 -0.502 0.099 0.509
H -0.034 -0.220 -1.130 0.438 -1.058 -0.491
H 3.584 2.225 1.008 -0.111 -0.140 -0.171
H 4.100 -2.088 2.867 -0.027 -0.090 0.567
H 2.324 3.637 3.901 0.010 -0.192 -0.093
H -0.066 -1.941 -4.982 -0.154 0.282 -0.205
H 0.262 -1.439 -3.345 0.362 -0.077 0.187
H 0.141 3.962 -5.965 -0.040 0.655 0.121
H 3.684 3.761 0.139 -0.098 0.069 0.046
H 2.220 -2.990 -2.528 0.391 0.609 0.151
H 0.044 1.743 -4.210 -0.347 0.312 -0.404
H -1.100 -1.630 1.263 0.508 -0.132 0.604
H 4.114 -5.320 -2.043 -0.050 -0.169 0.055
H 0.587 -0.199 4.726 0.144 -0.245 0.239
H -1.897 -4.068 -4.978 -0.145 -0.012 -0.009
H 0.241 -4.388 0.344 -0.727 -0.168 0.247
H -1.443 3.222 -2.047 0.278 0.844 -0.013
H -0.661 1.516 5.302 -0.125 0.606 0.387
H 2.726 0.689 2.875 0.297 0.075 -0.066
H 0.401 3.845 5.255 -0.089 0.047 0.086
H 0.634 2.232 -6.799 -0.106 -0.943 0.114
H 2.286 2.280 -6.294 0.150 0.230 0.118
H 1.930 -4.242 -1.453 0.175 -0.086 0.550
H -2.948 -2.712 1.113 -0.668 0.178 -0.146
H -4.091 2.073 -1.371 -0.115 -0.361 -0.135
H -0.698 0.162 3.611 0.036 -0.591 -0.702
H -0.954 -1.958 5.853 -0.001 0.359 0.135
H 0.869 1.155 -1.584 0.578 0.012 -0.282
H -5.543 -1.916 -0.787 -0.209 0.101 0.019
H 0.457 -3.575 1.933 0.268 -0.240 -0.105
H 4.894 -0.536 3.146 0.595 0.048 -0.461
H 0.237 0.308 1.341 0.269 -0.541 -0.359
H 1.885 3.861 2.185 0.087 0.286 0.016
H -2.713 1.817 3.210 -0.215 0.188 0.424
H 2.705 -0.544 4.141 0.059 0.072 0.053
H -4.030 -0.062 3.919 -0.259 -0.436 -0.177
H 1.940 -0.849 2.595 -0.026 -0.092 -0.057
H 3.174 -5.043 -3.505 -0.118 0.163 0.094
H -1.067 -3.218 -2.463 -0.499 -0.117 0.103
H -1.281 -1.093 -3.988 -0.387 -0.426 -0.091
H -0.209 -3.994 -3.754 0.500 0.151 -0.002
H -6.271 -0.117 2.858 -0.082 -0.143 -0.029
H -3.039 4.522 -0.973 -0.263 0.415 0.207
H 1.123 1.713 0.808 0.107 0.107 0.045
H 5.833 1.143 -0.530 0.444 -0.877 0.364
H -5.052 -0.228 -0.962 0.109 0.262 0.748
H -0.541 1.460 0.330 -0.037 0.111 -0.236
H -2.600 1.765 -0.517 0.175 0.229 0.052
H -2.657 3.050 -3.299 -0.021 0.137 -0.012
H -2.129 -1.662 4.571 -0.078 0.274 0.115
H -3.990 -1.539 -2.702 -0.246 -0.393 -0.102
H 4.495 -3.946 -3.035 0.044 -0.036 -0.311
H -5.035 1.382 3.991 -0.186 -0.148 0.254
H 1.080 -2.923 0.376 0.060 0.579 0.341
H 0.430 2.097 3.114 0.117 -0.102 0.000
H 1.175 0.581 -4.778 0.329 0.053 -0.329
H -1.165 -2.294 -0.304 0.070 0.036 -0.416
```
Forces are in eV/Å.

ΔE to the lowest compared entry with this formula, charge and spin, kcal per mole: 12.8
E_HOMO (alpha / beta), eV: -11.4 / -11.4
Spin multiplicity: 6
Strongest force on any atom, eV/Å: 6.27
E, eV: -84968.218
Charge: +1